Density functional theory data (ωB97M-V/def2-TZVPD) for C46H41BiCl3IN3O9P4SSi as an isolated structure in a non-equilibrium geometry.

XYZ file:
```
110
Properties=species:S:1:pos:R:3:forces:R:3:lowdin_charge:R:1
Bi 8.194 -18.647 -7.919 0.63 0.69 -0.32 1.5724
C 11.052 -20.403 -9.282 0.23 -0.28 0.44 -0.1993
Si 9.204 -20.636 -9.287 0.12 0.26 0.46 0.4671
C 8.599 -20.767 -11.048 -0.90 0.23 -1.12 -0.3064
C 9.131 -21.875 -11.724 1.37 0.04 0.97 -0.1094
C 8.991 -22.029 -13.073 -0.48 -0.72 -0.51 -0.0929
C 8.144 -21.185 -13.762 -0.59 0.44 -0.85 -0.0995
C 7.464 -20.166 -13.121 -0.94 0.86 0.36 -0.0782
C 7.698 -19.917 -11.756 1.05 -0.62 0.57 -0.3507
P 7.185 -18.424 -10.799 -0.43 -0.02 -0.80 1.0440
C 5.376 -18.208 -11.135 0.16 -0.58 0.92 -0.3188
C 4.568 -18.634 -10.046 -0.31 0.63 -1.94 -0.1564
C 3.187 -18.529 -10.142 -0.73 -0.43 0.18 -0.0947
C 2.597 -18.051 -11.317 -0.21 1.12 0.29 -0.0865
C 3.403 -17.563 -12.349 -0.26 -0.38 -0.22 -0.0975
C 4.780 -17.697 -12.286 0.33 0.30 0.31 -0.1082
C 8.088 -17.147 -11.749 -0.04 0.79 0.23 -0.3437
C 7.598 -15.855 -11.950 -1.40 -1.02 0.43 -0.1137
C 8.393 -14.874 -12.463 -0.18 2.13 0.26 -0.1077
C 9.745 -15.047 -12.697 0.00 -0.65 -0.32 -0.0784
C 10.259 -16.319 -12.511 0.17 0.09 0.42 -0.0673
C 9.437 -17.319 -12.020 0.05 -0.70 -0.45 -0.1046
C 8.740 -22.350 -8.696 -0.42 -0.79 0.28 -0.3114
C 9.750 -23.321 -8.577 0.30 0.92 0.36 -0.1566
C 9.460 -24.672 -8.528 -0.65 0.08 -0.80 -0.1082
C 8.143 -25.099 -8.700 0.05 0.50 -0.15 -0.0724
C 7.116 -24.144 -8.720 -0.37 -0.03 0.43 -0.0943
C 7.376 -22.779 -8.656 1.41 0.19 -0.03 -0.3687
P 6.077 -21.471 -8.602 0.79 -0.13 -0.08 1.0927
C 4.866 -22.140 -9.779 -0.37 -0.81 -0.37 -0.3556
C 5.351 -22.602 -11.020 -0.61 1.05 0.72 -0.0936
C 4.466 -22.961 -12.005 -0.48 -0.82 -0.22 -0.0905
C 3.087 -22.974 -11.802 0.14 1.20 1.19 -0.0815
C 2.576 -22.504 -10.575 1.11 -1.12 0.12 -0.0805
C 3.485 -22.203 -9.557 -0.37 0.58 1.50 -0.0971
C 5.309 -21.589 -6.954 0.71 -2.18 0.08 -0.3671
C 5.694 -22.563 -5.979 0.27 0.60 -0.45 -0.0793
C 5.132 -22.475 -4.709 0.46 -1.26 -0.22 -0.0970
C 4.119 -21.582 -4.471 -0.03 1.18 0.84 -0.1071
C 3.785 -20.624 -5.402 -0.79 -0.37 0.12 -0.0812
C 4.341 -20.666 -6.663 -0.31 1.20 0.10 -0.1501
H 11.612 -21.217 -9.756 -0.08 0.32 -0.50 0.0274
H 11.285 -19.397 -9.661 0.14 -0.40 0.00 0.0370
H 11.383 -20.458 -8.240 -0.13 0.35 0.08 0.0335
H 9.822 -22.540 -11.160 -0.66 0.33 -0.52 0.1113
H 9.411 -22.877 -13.604 0.26 0.11 0.11 0.1043
H 7.999 -21.317 -14.835 -0.02 -0.05 0.24 0.1026
H 6.695 -19.551 -13.658 0.97 -0.56 0.41 0.1180
H 5.009 -19.063 -9.185 0.43 -0.03 0.69 -0.0125
H 2.550 -18.835 -9.282 0.56 0.24 -0.76 0.1176
H 1.510 -17.849 -11.367 0.67 -0.44 0.06 0.1056
H 2.985 -17.082 -13.235 -0.13 -0.24 0.27 0.1003
H 5.389 -17.322 -13.105 -0.01 -0.09 0.13 0.1013
H 6.556 -15.625 -11.683 0.52 -0.06 -0.18 0.0952
H 7.938 -13.870 -12.516 0.38 -0.47 -0.26 0.1099
H 10.383 -14.253 -13.042 0.00 0.27 -0.01 0.0984
H 11.321 -16.525 -12.623 -0.21 0.06 -0.13 0.1113
H 9.857 -18.295 -11.887 0.32 -0.42 0.22 0.0976
H 10.807 -22.985 -8.504 -0.81 -0.31 -0.18 0.1072
H 10.268 -25.375 -8.560 0.26 -0.38 0.24 0.0945
H 7.959 -26.147 -8.911 -0.24 0.04 0.36 0.0970
H 6.055 -24.400 -8.749 0.30 -0.44 -0.14 0.1118
H 6.402 -22.616 -11.222 0.52 -0.01 -0.05 0.0875
H 4.862 -23.360 -12.925 0.04 0.06 -0.29 0.0992
H 2.446 -23.294 -12.584 -0.54 -0.21 -0.53 0.0824
H 1.540 -22.554 -10.272 -0.20 0.03 -0.47 0.0936
H 3.095 -22.046 -8.491 0.55 0.08 -1.75 0.1215
H 6.492 -23.309 -6.190 -0.71 0.77 0.10 0.0747
H 5.446 -23.133 -3.887 -0.02 0.12 -0.54 0.1084
H 3.692 -21.485 -3.482 -0.06 -0.22 0.08 0.1004
H 3.042 -19.888 -5.133 -0.03 0.19 -0.17 0.1059
H 4.056 -19.878 -7.363 0.20 -0.21 0.01 0.0668
O 7.423 -15.566 -8.105 -0.75 -0.36 0.68 -0.2502
N 6.246 -15.119 -8.485 -0.22 -0.05 -1.01 -0.2019
C 6.243 -14.081 -9.367 -1.25 -0.35 -0.47 -0.0427
C 5.095 -13.696 -10.037 0.07 -0.16 0.81 -0.0718
C 3.888 -14.372 -9.717 0.03 1.43 -0.79 -0.0941
C 3.910 -15.365 -8.804 -0.73 -0.84 0.80 -0.1361
C 5.089 -15.792 -8.161 0.54 -0.17 0.36 -0.7238
S 5.085 -17.091 -7.067 0.02 -0.04 0.20 0.5392
H 7.216 -13.697 -9.575 0.44 0.33 -0.03 0.1222
H 5.128 -12.848 -10.716 0.01 -0.25 0.07 0.0973
H 2.938 -14.017 -10.143 0.51 -0.36 0.06 0.1081
H 3.009 -15.914 -8.480 0.53 0.47 -0.39 0.1032
O 12.260 -17.425 -6.254 0.28 -0.12 -0.77 -0.1423
P 10.702 -17.522 -5.945 -0.68 -0.41 -0.28 0.2132
O 10.415 -17.447 -4.499 0.28 0.32 -0.25 -0.3025
O 10.037 -18.783 -6.588 0.46 0.46 -0.19 -0.5071
O 10.098 -16.286 -6.815 0.14 -0.12 -0.22 -0.2985
P 10.341 -16.120 -8.455 1.92 -0.78 0.72 0.2245
O 9.628 -14.753 -8.690 0.86 -0.30 -0.56 -0.1349
O 11.806 -16.176 -8.759 -0.60 0.55 0.37 -0.3069
O 9.631 -17.327 -9.082 -1.01 -0.13 0.23 -0.5145
H 12.503 -17.113 -7.179 -0.80 -0.19 0.88 0.0729
H 8.653 -14.978 -8.532 -0.70 0.34 0.13 -0.0258
Cl 8.787 -12.837 -3.538 0.44 0.28 -0.18 0.6335
C 7.375 -13.816 -3.809 -0.62 -0.50 -0.03 -1.5740
Cl 6.139 -13.369 -2.568 0.10 -0.10 -0.40 0.5601
Cl 6.705 -13.603 -5.466 0.40 -0.15 0.88 0.6250
C 7.704 -15.238 -3.576 -0.38 -0.06 -0.42 -0.3566
N 7.846 -16.369 -3.429 -0.06 0.39 0.10 0.2210
N 7.506 -19.235 -4.631 -0.68 0.79 -0.98 0.1994
C 8.101 -20.306 -5.170 0.89 0.04 -0.16 -0.6615
O 7.937 -20.641 -6.339 -0.37 -0.29 -0.10 -0.2285
C 9.116 -21.014 -4.298 -1.07 -0.73 -0.25 -0.4842
I 9.423 -23.074 -4.900 -0.02 0.77 0.26 0.8545
H 7.053 -18.603 -5.321 0.08 -0.63 0.65 0.0571
H 8.014 -18.682 -3.969 0.36 0.16 0.71 0.0610
H 8.790 -21.029 -3.276 -0.04 -0.07 0.48 0.0427
H 10.022 -20.465 -4.388 0.90 0.29 -0.17 0.0432
```
Positions in Å, forces in eV/Å.

The calculation puts the frontier orbital gap at 6.89 eV. The energy above the lowest of the compared OMol25 structures with the same formula, charge and spin comes out at 0.0 kcal per mole. The calculation puts the energy at -6565.3128 hartree. For the HOMO energy, the calculation gives -4.85 eV. As for the total charge: -1.

Density functional theory data (ωB97M-V/def2-TZVPD) for C46H41Cl3IN5OP2S3Ti as an isolated structure in a non-equilibrium geometry.

XYZ file:
```
103
Properties=species:S:1:pos:R:3:forces:R:3:lowdin_charge:R:1
Ti -0.247 -0.178 1.783 1.11 -1.58 -1.00 0.6015
S -1.299 -2.549 1.688 -0.07 0.15 0.22 0.4527
P 0.304 -2.762 0.477 -0.35 0.01 -0.52 0.5421
C 0.977 -1.137 0.514 0.02 -0.64 1.32 -0.5982
P 2.592 -0.854 1.160 0.34 0.15 -0.43 0.5186
S 2.263 0.816 2.214 -0.31 0.03 0.14 0.4724
C 3.367 -2.109 2.243 -0.33 0.33 -0.33 -0.3283
C 3.289 -1.999 3.626 -0.11 0.07 -0.03 -0.1176
C 3.908 -2.938 4.431 -0.04 -0.02 0.08 -0.0571
C 4.607 -3.987 3.857 0.00 0.05 0.03 -0.0497
C 4.710 -4.081 2.478 0.06 0.05 -0.02 -0.0571
C 4.102 -3.140 1.668 0.05 0.07 0.05 -0.0849
C 3.831 -0.693 -0.154 -0.37 -0.03 0.29 -0.3513
C 5.081 -0.175 0.168 -0.13 0.03 -0.01 -0.0770
C 6.098 -0.226 -0.767 0.04 0.00 0.06 -0.0502
C 5.872 -0.802 -2.010 -0.08 0.03 -0.02 -0.0507
C 4.618 -1.297 -2.335 0.10 -0.07 -0.10 -0.0603
C 3.594 -1.248 -1.406 -0.15 0.06 0.23 -0.0877
C -0.211 -3.152 -1.221 0.22 0.17 0.39 -0.3473
C -0.685 -4.424 -1.532 0.00 0.10 0.04 -0.0713
C -1.052 -4.710 -2.834 -0.04 -0.09 0.04 -0.0477
C -0.974 -3.731 -3.814 -0.03 0.05 0.00 -0.0504
C -0.518 -2.461 -3.498 -0.01 0.03 -0.14 -0.0627
C -0.116 -2.177 -2.206 0.16 0.02 0.15 -0.1275
C 1.279 -4.199 0.989 -0.18 0.44 -0.14 -0.3586
C 2.095 -4.814 0.044 -0.08 -0.01 0.00 -0.1001
C 2.788 -5.959 0.389 0.04 -0.08 -0.07 -0.0573
C 2.677 -6.478 1.670 -0.08 -0.01 -0.08 -0.0556
C 1.871 -5.856 2.610 -0.02 -0.01 0.05 -0.0550
C 1.171 -4.712 2.275 -0.10 0.06 -0.03 -0.0913
H 2.802 -1.135 4.063 0.08 0.00 0.03 0.0601
H 3.863 -2.836 5.504 0.01 -0.02 0.12 0.1131
H 5.090 -4.719 4.484 0.08 -0.08 0.08 0.1178
H 5.280 -4.881 2.034 0.08 -0.10 -0.06 0.1195
H 4.203 -3.197 0.594 0.08 -0.03 -0.02 0.1101
H 5.246 0.258 1.147 0.09 0.01 0.04 0.1128
H 7.072 0.166 -0.521 0.10 0.05 0.01 0.1157
H 6.676 -0.864 -2.727 0.07 0.02 -0.08 0.1151
H 4.439 -1.737 -3.304 0.02 -0.03 -0.11 0.1122
H 2.617 -1.652 -1.639 -0.04 -0.02 -0.07 0.0815
H -0.746 -5.183 -0.764 -0.03 -0.06 -0.01 0.1209
H -1.390 -5.702 -3.087 -0.07 -0.10 -0.04 0.1166
H -1.259 -3.961 -4.829 -0.05 -0.03 -0.10 0.1155
H -0.459 -1.695 -4.256 0.05 0.03 -0.13 0.1127
H 0.311 -1.210 -1.956 -0.06 -0.06 -0.06 0.0778
H 2.172 -4.402 -0.955 0.02 -0.07 -0.06 0.1171
H 3.404 -6.451 -0.348 0.09 -0.06 -0.05 0.1191
H 3.210 -7.377 1.933 0.07 -0.13 0.02 0.1192
H 1.768 -6.271 3.600 0.04 -0.06 0.13 0.1180
H 0.515 -4.236 2.994 0.01 -0.04 -0.01 0.0806
I -3.221 0.481 3.352 -0.21 -0.25 -0.48 1.0965
C -3.384 0.021 1.299 -0.03 0.02 0.47 -0.8005
C -4.628 -0.215 0.745 0.03 0.00 0.02 -0.1419
C -4.693 -0.449 -0.618 0.25 -0.03 0.01 -0.0179
C -3.514 -0.433 -1.353 -0.04 0.07 0.16 -0.0198
C -2.321 -0.200 -0.694 0.11 0.07 -0.31 -0.1285
N -2.242 0.013 0.623 -0.27 -0.17 0.21 -0.1235
H -5.518 -0.201 1.356 -0.01 0.02 0.06 0.1148
H -5.645 -0.634 -1.095 -0.06 -0.02 -0.03 0.1297
H -3.521 -0.605 -2.417 0.07 -0.02 -0.10 0.1204
H -1.380 -0.189 -1.232 -0.13 -0.04 0.05 0.0911
Cl -3.298 2.823 -7.300 -0.03 -0.04 -0.13 0.7249
C -2.900 3.249 -5.683 0.09 0.02 0.42 -0.6643
C -3.346 2.465 -4.626 0.01 0.03 -0.26 -0.0945
C -3.030 2.831 -3.331 0.13 0.13 -0.02 -0.0269
C -2.263 3.959 -3.065 -0.09 0.23 0.17 -0.1914
C -1.981 4.367 -1.636 0.14 -0.22 -0.14 -0.3013
C -0.467 4.319 -1.288 -0.50 0.47 -0.61 -0.0517
N -0.309 3.531 -0.097 0.34 -0.66 0.49 -0.0382
C -0.654 3.923 1.160 -0.06 -0.11 0.54 -0.0088
C -0.640 2.803 1.939 -0.14 0.68 0.18 -0.1340
N -0.299 1.733 1.160 -0.09 1.12 -0.64 -0.1458
C -0.099 2.210 -0.061 0.13 -0.18 -0.27 -0.1184
O -2.443 5.670 -1.358 0.26 0.20 0.07 -0.1176
C -3.765 5.761 -0.851 -0.20 -0.05 0.08 -0.1277
C -3.768 5.610 0.645 -0.02 -0.45 -0.07 -0.3043
C -3.951 4.454 1.346 -0.04 0.24 0.30 -0.9397
Cl -4.315 2.905 0.702 -0.15 0.00 -0.07 0.7392
S -3.791 4.653 3.061 -0.01 0.09 -0.62 0.9792
C -3.446 6.321 2.833 0.01 -0.17 0.13 -0.3835
C -3.474 6.682 1.530 0.08 0.01 0.12 -0.1250
C -1.814 4.727 -4.139 -0.30 -0.45 -0.10 -0.5771
Cl -0.851 6.125 -3.866 0.22 0.23 -0.11 0.8045
C -2.131 4.379 -5.442 -0.01 0.03 0.01 -0.1054
H -3.950 1.595 -4.824 -0.08 -0.10 -0.06 0.1049
H -3.391 2.231 -2.506 -0.06 0.02 0.10 0.0939
H -2.489 3.646 -0.978 0.14 0.12 -0.17 0.0987
H -0.124 5.340 -1.116 0.08 -0.17 0.04 0.1370
H 0.113 3.877 -2.098 0.03 0.00 0.13 0.1380
H -0.882 4.942 1.395 -0.09 0.25 0.06 0.1406
H -0.829 2.707 2.994 -0.05 0.02 -0.05 0.0852
H 0.237 1.639 -0.913 -0.08 0.02 0.05 0.1529
H -4.417 5.023 -1.330 -0.01 0.07 0.01 0.1285
H -4.108 6.763 -1.114 -0.07 -0.14 -0.01 0.1440
H -3.253 6.938 3.687 0.01 0.18 0.19 0.0744
H -3.293 7.683 1.185 0.05 0.28 -0.05 0.1251
H -1.787 4.992 -6.258 0.04 0.05 -0.13 0.1124
N -0.042 0.541 4.313 0.44 0.47 0.36 -0.0836
N 0.014 -0.787 3.778 0.20 -0.61 1.17 -0.1897
H 0.885 0.973 4.227 -0.28 -0.41 0.03 0.0226
H -0.316 0.559 5.300 -0.01 -0.14 -0.36 0.1120
H -0.859 -1.280 4.019 0.38 0.30 -0.07 0.0355
H 0.789 -1.360 4.167 -0.44 0.37 -0.53 0.1073
```
Positions in Å, forces in eV/Å.

The calculation puts the frontier orbital gap at 7.20 eV. The calculation puts the energy at -6531.1685 hartree. For the HOMO energy, the calculation gives -12.92 eV. As for the total charge: +2.